Entry 1:
DFT (ωB97M-V/def2-TZVPD) results for a structure of composition C13H17Cl2F4N2Pd.

The geometry in XYZ format:
```
39
C13H17Cl2F4N2Pd (ωB97M-V/def2-TZVPD)
Pd -0.78270 1.40291 1.39394
C 3.40056 0.46010 0.83432
C 2.78035 1.61519 0.05981
N 1.54853 1.24716 -0.60334
C 1.65520 0.19197 -1.59379
C 2.42350 0.54670 -2.87028
C 0.78844 2.41134 -1.02814
C -0.58726 2.08623 -1.59319
N -1.35856 1.25369 -0.68852
C -2.44137 0.64794 -1.17367
C -3.05356 -0.42902 -0.45475
F -2.50445 -0.83446 0.70632
C -4.14993 -1.11453 -0.90395
F -4.62411 -2.13462 -0.14848
C -4.78171 -0.83267 -2.10719
C -4.22890 0.20735 -2.82308
F -4.80544 0.57483 -3.99387
C -3.12971 0.92065 -2.39680
F -2.77924 1.98549 -3.17316
H 4.19319 0.82337 1.49104
H 3.83296 -0.29751 0.17851
H 2.62299 -0.01320 1.43687
H 3.52858 2.04571 -0.63398
H 2.52465 2.40675 0.76846
H 0.64046 -0.12259 -1.84224
H 2.12373 -0.67209 -1.11803
H 1.95025 1.37450 -3.40125
H 2.44719 -0.31105 -3.54616
H 3.45647 0.83089 -2.65557
H 1.33492 3.00798 -1.78420
H 0.65777 3.04276 -0.14369
H -0.46298 1.60010 -2.57058
H -1.06922 3.05020 -1.80109
H -5.64306 -1.38212 -2.45161
Cl 2.28211 1.82354 4.14773
C 0.70380 1.07207 4.47782
Cl -0.63009 1.84328 3.58624
H 0.50472 1.17399 5.53921
H 0.76279 0.03588 4.16963
```

Results
* largest force on an atom: 0.22 eV Å⁻¹
* gap between HOMO and LUMO: 5.9888 eV
* net charge: -1
* LUMO: 2.78 eV
* energy above the lowest of the compared OMol25 structures with the same formula, charge and spin: 0.0 kcal/mol



Entry 2:
DFT (ωB97M-V/def2-TZVPD) results for a structure of composition C23H33BF4N3O3W at a distorted geometry.

The geometry in XYZ format:
```
68
C23H33BF4N3O3W (ωB97M-V/def2-TZVPD)
W -0.26060 -0.22394 -0.51325
C 5.11987 -0.04210 -0.56119
C 3.89509 0.68455 -1.12618
C 3.27787 1.65655 -0.14560
C 3.87228 2.90473 0.03544
C 3.35522 3.82013 0.93586
C 2.21607 3.50567 1.66404
C 1.58348 2.27929 1.51065
C 0.33027 1.97926 2.29687
C 0.54003 1.01778 3.46795
C 2.14834 1.37425 0.61716
N 1.50821 0.07493 0.45233
C 2.09603 -0.97047 0.98633
C 1.58131 -2.21722 0.65311
C 1.85470 -3.54294 0.99925
C 0.98777 -4.31784 0.23688
C 0.21516 -3.43460 -0.53317
N 0.56647 -2.16913 -0.28599
H 5.54466 -0.72495 -1.29773
H 4.87388 -0.62512 0.32921
H 5.89515 0.67008 -0.27500
H 3.16093 -0.04261 -1.46864
H 4.19791 1.24835 -2.01039
H 4.75338 3.15443 -0.54655
H 3.83085 4.78493 1.06270
H 1.79735 4.22847 2.35491
H -0.45235 1.59648 1.63748
H -0.05928 2.92523 2.67351
H 0.73035 -0.00558 3.13620
H -0.34678 0.99018 4.10199
H 1.38395 1.33511 4.08346
H 2.96684 -0.81863 1.61442
H 2.59800 -3.87945 1.70631
H 0.92283 -5.39425 0.21457
H -0.54858 -3.66772 -1.25798
F -2.41321 1.17969 0.03502
B -3.20843 1.34135 -1.17328
F -3.28030 2.66282 -1.51751
F -4.47702 0.77213 -0.89518
F -2.56686 0.56281 -2.16461
O -1.43558 -1.04128 1.18819
C -2.28704 -1.47092 0.38129
O -1.96352 -1.59576 -0.84167
C -3.70001 -1.73655 0.79374
N -4.50387 -1.92765 -0.47609
C -4.92294 -3.38618 -0.55396
C -4.01060 -4.08754 0.44209
C -3.87476 -3.05024 1.55899
H -4.04530 -0.84447 1.31005
H -3.90256 -1.66262 -1.25936
H -5.28141 -1.26939 -0.49982
H -4.83662 -3.71299 -1.58483
H -5.96473 -3.43555 -0.24788
H -3.04216 -4.29887 -0.01578
H -4.43791 -5.02889 0.77889
H -3.04553 -3.22268 2.24148
H -4.79466 -3.00619 2.14410
C 1.22073 2.16241 -3.33545
C 0.07897 2.40853 -2.38516
C 0.21268 3.64370 -1.53564
O -0.04786 1.26587 -1.46773
H 1.18117 2.90542 -4.13249
H 1.15458 1.17504 -3.79174
H 2.18110 2.25564 -2.82491
H -0.87425 2.40834 -2.90504
H 1.09027 3.57453 -0.88954
H -0.67863 3.80235 -0.92812
H 0.33960 4.50324 -2.19703
```

Results
* ⟨S²⟩: 2.03
* largest force on an atom: 1.08 eV Å⁻¹
* gap between HOMO and LUMO (spin up / spin down): 7.5362 / 7.5909 eV
* net charge: +1
* LUMO (spin up / spin down): -3.28 / -3.81 eV
* energy above the lowest of the compared OMol25 structures with the same formula, charge and spin: 0.0 kcal/mol
* multiplicity: 3



Entry 3:
DFT (ωB97M-V/def2-TZVPD) results for a structure of composition C21H27N2O6Se2Ti at a distorted geometry.

The geometry in XYZ format:
```
59
C21H27N2O6Se2Ti (ωB97M-V/def2-TZVPD)
Ti -1.46799 -1.51928 -2.30355
O 0.39277 -3.87371 -4.97092
C -0.30528 -2.84202 -4.41441
O -0.79565 -3.11743 -3.22240
C -0.78930 -1.72287 -5.01349
C -0.48472 -1.16046 -6.29985
C -0.87994 0.08325 -6.57368
C -1.50014 0.93869 -5.64009
C -1.84767 0.35173 -4.33925
N -1.69402 -1.05393 -4.17581
C -2.32204 0.96834 -3.17998
O -2.56680 2.33999 -3.01199
O -2.51219 0.29077 -2.09787
H 0.77989 -4.33889 -4.22289
H 0.14366 -1.68600 -7.01245
H -0.63285 0.41186 -7.57678
H -1.46912 1.99855 -5.82548
H -2.53167 2.79811 -3.87340
O -2.27787 4.13841 5.61085
C -0.95085 4.39294 5.15922
C -0.53212 3.52739 3.94708
C 0.97687 3.78891 3.77131
O 1.43875 3.85920 2.44396
C -1.31841 4.00314 2.67835
Se -1.70582 2.49195 1.34358
C -0.82962 2.07216 4.22820
Se -0.46747 0.99055 2.58659
H -2.46807 4.74217 6.35671
H -0.25175 4.10308 5.94444
H -0.78836 5.40984 4.87309
H 1.50063 3.03557 4.34361
H 1.21757 4.79120 4.18009
H 1.34503 2.95848 2.08282
H -0.82245 4.78626 2.08804
H -2.29673 4.30108 3.02987
H -1.88929 1.89641 4.39901
H -0.15639 1.71148 5.01068
C 1.45682 -2.60816 2.70346
N 1.21530 -3.61318 1.68334
C 0.83355 -4.85756 2.29650
C 0.43562 -3.16425 0.57456
C 1.07617 -2.09985 -0.28877
C 2.43177 -2.11239 -0.40103
C 3.06507 -1.36072 -1.42489
C 2.29526 -0.66066 -2.33212
C 0.93160 -0.49363 -2.03417
C 0.29116 -1.27027 -1.08406
H 2.23572 -2.95378 3.40986
H 0.56116 -2.35524 3.31670
H 1.82409 -1.69995 2.20244
H 1.67782 -5.19736 2.87808
H 0.62924 -5.63074 1.55698
H -0.01508 -4.74680 2.95135
H -0.51659 -2.75234 0.93559
H 0.14018 -4.02802 -0.03190
H 2.97831 -2.76330 0.26106
H 4.10614 -1.50944 -1.64917
H 2.75189 -0.20197 -3.20282
H 0.35422 0.21265 -2.64418
```

Results
* ⟨S²⟩: 2.05
* largest force on an atom: 2.05 eV Å⁻¹
* gap between HOMO and LUMO (spin up / spin down): 4.1963 / 4.3229 eV
* net charge: -1
* LUMO (spin up / spin down): 1.93 / 1.93 eV
* energy above the lowest of the compared OMol25 structures with the same formula, charge and spin: 54.6 kcal/mol
* multiplicity: 3



Entry 4:
DFT (ωB97M-V/def2-TZVPD) results for a cluster of 9 separate species, C34H68O16S7 in total at a distorted geometry.

The geometry in XYZ format:
```
125
C34H68O16S7 (ωB97M-V/def2-TZVPD)
C -3.77557 5.02560 -5.85078
C -2.94085 4.59876 -7.06660
O -3.46487 3.98134 -8.00404
C -1.45868 4.88742 -6.97447
H -4.06973 4.16698 -5.24718
H -4.73919 5.48339 -6.07434
H -3.22088 5.71677 -5.21619
H -0.92713 3.93861 -7.04742
H -1.19403 5.28768 -5.99577
H -1.11473 5.52326 -7.79026
C 3.89014 -1.14401 9.92621
C 4.53572 -0.89605 8.54937
O 4.60465 -1.78925 7.76916
C 4.86607 0.52550 8.17753
H 3.74778 -2.21851 10.04151
H 2.87162 -0.75926 9.97800
H 4.44263 -0.74633 10.77750
H 4.14431 1.28311 8.48280
H 4.99770 0.57109 7.09646
H 5.83753 0.70684 8.63740
C -0.73552 -5.28790 -10.39747
C -1.75503 -4.16140 -10.17094
C -1.60375 -3.77971 -8.73353
S 0.21668 -3.87060 -8.43090
O 0.49555 -4.60357 -7.20799
O 0.82310 -2.57725 -8.58692
C 0.61049 -4.80329 -9.90139
H -0.72436 -5.63876 -11.42940
H -1.12541 -6.15128 -9.85833
H -2.80190 -4.38830 -10.37266
H -1.42455 -3.33203 -10.79626
H -2.05571 -4.56091 -8.12236
H -1.88538 -2.76278 -8.46029
H 1.36089 -5.56411 -9.68656
H 1.00528 -4.08966 -10.62455
C -3.24100 -6.93375 4.76131
C -2.56587 -6.20634 5.89710
C -3.25413 -6.59055 7.19334
S -4.99193 -6.56875 6.85362
O -5.47000 -5.19588 6.98617
O -5.64371 -7.70145 7.56799
C -4.77322 -6.98845 5.07668
H -2.79845 -7.92619 4.67590
H -3.03366 -6.39803 3.83496
H -2.66564 -5.13245 5.73924
H -1.50049 -6.41292 5.99907
H -3.09526 -5.90670 8.02713
H -2.95541 -7.62656 7.35318
H -5.38801 -6.40351 4.39260
H -5.09550 -8.02509 4.97864
C -9.63805 0.68409 -0.80911
C -9.19505 0.97315 0.67042
C -9.36280 -0.34161 1.46278
S -8.58912 -1.55069 0.25039
O -9.37800 -2.76442 0.21610
O -7.13400 -1.61595 0.45155
C -8.76891 -0.49891 -1.24520
H -9.45147 1.55645 -1.43543
H -10.70372 0.52819 -0.97685
H -9.73608 1.80101 1.12870
H -8.14962 1.27880 0.62832
H -10.42614 -0.48745 1.65291
H -8.80531 -0.44041 2.39420
H -9.13627 -1.16793 -2.02338
H -7.73528 -0.23956 -1.47422
C 2.55511 -0.65922 -0.91281
C 2.05480 -1.24773 0.41169
C 0.51625 -1.51266 0.34274
S -0.12814 -0.31472 -0.89066
O -0.92276 0.75604 -0.17689
O -0.63750 -0.99301 -2.09319
C 1.51974 0.41905 -1.33746
H 2.50398 -1.47789 -1.63063
H 3.57732 -0.28656 -0.84706
H 2.35837 -0.50611 1.15057
H 2.57191 -2.19896 0.53762
H -0.04661 -1.37513 1.26599
H 0.27280 -2.44862 -0.16006
H 1.68621 1.25337 -0.65607
H 1.56040 0.75427 -2.37384
C -4.83827 3.43048 7.50960
C -3.76345 2.33509 7.26801
C -2.41878 3.02304 7.09194
S -2.47461 4.48632 8.15730
O -2.16581 5.73967 7.49250
O -1.68255 4.14963 9.38510
C -4.30007 4.39191 8.53223
H -5.78924 3.06646 7.89851
H -5.17451 3.84554 6.55946
H -4.01954 1.76298 6.37627
H -3.82312 1.63438 8.10081
H -2.18834 3.41176 6.10003
H -1.55302 2.43648 7.39934
H -4.63346 5.39580 8.26927
H -4.45938 4.23812 9.59950
C 9.69590 -3.42016 -4.81838
C 11.09561 -3.62825 -5.53840
C 10.87453 -4.64016 -6.74492
S 8.99938 -4.63581 -7.14160
O 8.41886 -5.90141 -6.70980
O 8.80585 -4.03975 -8.45729
C 8.55391 -3.40707 -5.83308
H 9.74877 -2.51795 -4.20901
H 9.62729 -4.22138 -4.08256
H 11.85324 -4.05716 -4.88256
H 11.46605 -2.66153 -5.87948
H 11.13803 -5.68072 -6.55544
H 11.36354 -4.16313 -7.59428
H 7.51111 -3.60247 -5.58305
H 8.63205 -2.44791 -6.34495
C 5.98134 9.74752 0.41000
C 5.51652 9.18677 1.75530
C 3.92746 9.12848 1.84479
S 3.33368 9.28830 0.13830
O 2.83621 10.63842 -0.06739
O 2.47847 8.13267 -0.19080
C 5.00045 9.12318 -0.67829
H 6.97190 9.35363 0.18253
H 6.11373 10.82835 0.36116
H 5.91389 9.85228 2.52165
H 5.95638 8.19096 1.80999
H 3.54744 9.97239 2.42055
H 3.57372 8.18409 2.25842
H 4.94559 9.56461 -1.67339
H 5.21086 8.05403 -0.70562
```

Results
* largest force on an atom: 3.59 eV Å⁻¹
* gap between HOMO and LUMO: 9.8451 eV
* LUMO: 0.30 eV
* SMILES string: O=S1(=O)CCCC1.O=S1(=O)CCCC1.O=S1(=O)CCCC1.O=S1(=O)CCCC1.O=S1(=O)CCCC1.O=S1(=O)CCCC1.O=S1(=O)CCCC1.CC(C)=O.CC(C)=O
* energy above the lowest of the compared OMol25 structures with the same formula, charge and spin: 53.4 kcal/mol



Entry 5:
DFT (ωB97M-V/def2-TZVPD) results for a structure of composition C29H41ClGeN2O5S3Si3W at a distorted geometry.

The geometry in XYZ format:
```
86
C29H41ClGeN2O5S3Si3W (ωB97M-V/def2-TZVPD)
W -0.38190 0.59026 0.77474
S 1.84258 -0.25238 1.60564
C 1.34372 -1.45642 0.47818
N 0.19824 -1.23617 -0.14388
C -0.22115 -2.33460 -0.90207
C -1.33689 -2.40731 -1.72532
C -1.56592 -3.59810 -2.38993
C -0.69894 -4.68344 -2.25273
C 0.42330 -4.60957 -1.44806
C 0.65231 -3.42405 -0.76246
S 1.98379 -3.03754 0.32804
H -1.99997 -1.56029 -1.83672
H -2.43085 -3.69008 -3.03256
H -0.90913 -5.59867 -2.78903
H 1.09431 -5.45239 -1.35163
C 3.29263 2.56308 2.84435
Si 1.61130 3.17006 2.29107
C 0.32790 2.57281 3.53713
C 1.57434 5.03688 2.36621
Ge 1.00028 2.51083 0.00876
Si 2.80194 1.86950 -1.50699
C 4.37525 1.57981 -0.54670
C 2.29009 0.33016 -2.46346
C 3.00208 3.29387 -2.69621
Si -0.44488 4.26590 -0.86947
C 0.69357 5.68325 -1.31782
C -1.31439 3.59806 -2.39570
C -1.66241 4.85137 0.43847
H 3.62350 3.25814 3.62268
H 4.04390 2.56497 2.05785
H 3.27016 1.56614 3.28540
H 0.71814 2.81735 4.53053
H 0.13147 1.49737 3.55126
H -0.62985 3.08115 3.41715
H 1.67839 5.32906 3.41582
H 0.64671 5.46606 1.98967
H 2.40437 5.48468 1.81610
H 4.24878 0.80969 0.21428
H 4.70480 2.49506 -0.05241
H 5.17383 1.26472 -1.22397
H 1.30973 -0.05303 -2.19777
H 3.01518 -0.47532 -2.32230
H 2.26290 0.56559 -3.52995
H 3.32355 4.21499 -2.20954
H 2.07611 3.49385 -3.23901
H 3.76278 3.01958 -3.43344
H 1.20748 5.52297 -2.26452
H 1.44431 5.86698 -0.54663
H 0.09593 6.59496 -1.40976
H -0.72454 3.82166 -3.28773
H -2.29278 4.06999 -2.51771
H -1.46729 2.51954 -2.36711
H -1.31062 5.79019 0.87087
H -1.81837 4.15003 1.25843
H -2.63420 5.04747 -0.02163
N -0.93268 -0.87004 2.43377
C -2.37316 -0.77424 2.51702
C -2.97101 -0.03132 3.52138
C -4.33074 0.21255 3.44910
C -5.07730 -0.25824 2.37557
C -4.47321 -1.05562 1.41172
C -3.11722 -1.32520 1.48218
S -6.80337 0.21377 2.19276
O -7.54967 -0.83195 2.83961
O -6.84704 1.51519 2.84464
O -6.94261 0.28306 0.74078
H -0.67751 -1.80610 2.13674
H -0.49539 -0.69722 3.33151
H -2.37809 0.38248 4.33022
H -4.82345 0.82179 4.19626
H -5.07602 -1.42751 0.59290
H -2.63668 -1.93938 0.72696
Cl -7.98430 3.32431 -0.92564
C -6.38044 2.85325 -0.61028
C -5.79606 3.21891 0.60356
C -4.52160 2.79701 0.87357
C -3.81841 2.03622 -0.08145
C -4.41416 1.70645 -1.31762
C -5.69109 2.11582 -1.58000
C -2.54234 1.54823 0.22208
O -1.81951 0.78223 -0.57889
O -1.88625 1.73984 1.34547
H -6.37766 3.76285 1.33114
H -4.06788 3.01213 1.83174
H -3.86358 1.11889 -2.04004
H -6.19458 1.85650 -2.49960
```

Results
* ⟨S²⟩: 0.76
* largest force on an atom: 1.04 eV Å⁻¹
* gap between HOMO and LUMO (spin up / spin down): 5.0026 / 5.3033 eV
* net charge: +1
* LUMO (spin up / spin down): -5.31 / -5.01 eV
* energy above the lowest of the compared OMol25 structures with the same formula, charge and spin: 20.4 kcal/mol
* multiplicity: 2



Entry 6:
DFT (ωB97M-V/def2-TZVPD) results for an isolated molecule of C7H8ClNO3 at a distorted geometry.

The geometry in XYZ format:
```
20
C7H8ClNO3 (ωB97M-V/def2-TZVPD)
C 1.51681 -0.84729 -0.45018
C 1.19274 -0.03415 -1.49464
C 1.27586 -0.62876 0.98153
C 0.30804 1.21257 -1.39264
C -0.36545 1.78393 -2.40285
C -0.15883 -0.43986 1.31659
C -0.57733 0.35186 2.50377
N -1.11427 -0.99406 0.65052
O -0.81253 -1.92904 -0.46192
O 2.10041 -0.42036 1.85509
O -2.34012 -0.82357 0.74693
Cl -0.40965 1.35655 -4.04645
H 2.17269 -1.71274 -0.80664
H 1.38642 -0.22179 -2.54883
H 0.37350 1.66085 -0.44002
H -1.63447 -2.49756 -0.40260
H -1.04305 2.72523 -2.19995
H -1.54314 0.94146 2.41718
H 0.36072 0.97659 2.81366
H -0.68835 -0.45985 3.36143
```

Results
* largest force on an atom: 4.17 eV Å⁻¹
* gap between HOMO and LUMO: 8.6033 eV
* LUMO: -0.62 eV
* SMILES string: C/C(C(=O)/C=C\C=C/Cl)=[N+](\[O-])O
* energy above the lowest of the compared OMol25 structures with the same formula, charge and spin: 3.3 kcal/mol